# 1
{
  "formula": "C7H10",
  "method": "the ωB97M-V functional and the def2-TZVPD basis",
  "symbols": ["C", "C", "C", "C", "C", "C", "C", "H", "H", "H", "H", "H", "H", "H", "H", "H", "H"],
  "positions_angstrom": [[0.681, -0.439, -2.278], [-0.389, 2.110, 2.563], [-0.319, 0.837, 0.436], [-0.883, 1.196, 1.734], [0.109, -1.118, -1.064], [-0.752, -0.253, -0.215], [0.581, -2.262, -0.540], [-1.674, -0.651, 0.217], [-0.002, -3.116, -0.217], [-0.973, 2.365, 3.437], [0.322, 1.546, -0.087], [1.639, -2.499, -0.649], [0.268, 0.561, -2.389], [0.583, 2.558, 2.409], [-1.610, 0.431, 1.995], [0.654, -0.951, -3.237], [1.765, -0.314, -2.116]],
  "smiles": "C=C/C=C/C(=C)C",
  "e_lumo_ev": 0.77,
  "total_charge": 0,
  "relative_energy_ev": 3.6631,
  "homo_lumo_gap_ev": 8.63
}


# 2
{
  "formula": "C28H28N4O5S",
  "method": "the ωB97M-V functional and the def2-TZVPD basis",
  "symbols": ["S", "O", "O", "O", "O", "O", "N", "N", "N", "N", "C", "C", "C", "C", "C", "C", "C", "C", "C", "C", "C", "C", "C", "C", "C", "C", "C", "C", "C", "C", "C", "C", "C", "C", "C", "C", "C", "C", "H", "H", "H", "H", "H", "H", "H", "H", "H", "H", "H", "H", "H", "H", "H", "H", "H", "H", "H", "H", "H", "H", "H", "H", "H", "H", "H", "H"],
  "positions_angstrom": [[-2.664, 4.597, 0.570], [5.470, -6.207, -1.469], [5.167, -7.664, 0.208], [-3.633, 4.056, 1.480], [-2.906, 5.905, 0.030], [1.383, 5.999, -0.791], [0.207, -1.952, -0.398], [-1.198, 4.572, 1.406], [0.283, -3.674, 1.139], [-0.283, -0.829, -0.864], [-0.195, 5.517, 0.953], [-1.711, 1.041, -0.904], [2.510, 4.015, -0.230], [-3.877, -0.980, 2.316], [-2.007, 2.141, -0.111], [6.612, -6.947, -1.865], [2.166, -3.983, -0.402], [-0.312, -2.547, 0.655], [-3.247, -0.342, 1.280], [-2.038, -0.846, 0.769], [1.403, -4.361, 0.705], [3.640, -5.856, -0.038], [-1.321, -0.248, -0.319], [0.372, 5.078, -0.405], [2.876, -6.234, 1.066], [1.774, -5.498, 1.433], [-3.334, -2.146, 2.863], [-2.176, -2.679, 2.357], [1.023, 3.687, -0.348], [4.815, -6.676, -0.392], [2.593, 5.306, -1.038], [-2.441, 3.510, -2.058], [3.270, -4.725, -0.764], [-1.741, 1.199, -2.290], [-2.359, 3.350, -0.683], [-2.865, 4.781, -2.721], [-1.504, -2.047, 1.298], [-2.107, 2.405, -2.847], [-2.141, 5.066, -3.485], [-0.439, 5.118, -1.142], [0.614, 5.549, 1.685], [7.347, -6.975, -1.057], [1.875, -3.108, -0.959], [-2.967, 5.585, -2.001], [3.169, -7.112, 1.623], [2.780, 4.204, 0.809], [-1.801, -3.599, 2.783], [2.680, 5.083, -2.112], [-3.824, 4.633, -3.216], [-2.143, 2.509, -3.921], [0.643, 3.111, 0.491], [1.188, -5.798, 2.292], [-3.841, -2.638, 3.680], [6.333, -7.973, -2.117], [7.020, -6.438, -2.735], [-0.615, 6.523, 0.840], [-1.408, 4.671, 2.389], [-0.153, -4.079, 1.956], [3.418, 5.959, -0.745], [3.858, -4.430, -1.618], [-3.680, 0.544, 0.844], [3.150, 3.231, -0.627], [-4.802, -0.587, 2.710], [-1.479, 0.359, -2.914], [-1.950, 2.094, 0.965], [0.825, 3.136, -1.268]],
  "smiles": "COC(=O)c1ccc(Nc2nnc(-c3ccc(C)c(S(=O)(=O)NC[C@@H]4CCCO4)c3)c3ccccc23)cc1",
  "e_lumo_ev": -0.28,
  "total_charge": 0,
  "relative_energy_ev": 0.9268,
  "homo_lumo_gap_ev": 7.80
}


# 3
{
  "formula": "CH2N2O",
  "method": "the ωB97M-V functional and the def2-TZVPD basis",
  "symbols": ["O", "N", "N", "C", "H", "H"],
  "positions_angstrom": [[-0.734, 0.632, 0.260], [-0.619, 0.587, -0.999], [1.889, -1.496, 1.723], [0.956, -0.846, 1.874], [-0.298, 1.307, -1.555], [-1.193, -0.183, -1.303]],
  "e_lumo_ev": [-3.47, -0.39],
  "total_charge": 0,
  "relative_energy_ev": 6.4587,
  "homo_lumo_gap_ev": [6.08, 10.78]
}


# 4
{
  "formula": "C5H14NO",
  "method": "the ωB97M-V functional and the def2-TZVPD basis",
  "symbols": ["O", "N", "C", "C", "C", "C", "C", "H", "H", "H", "H", "H", "H", "H", "H", "H", "H", "H", "H", "H", "H"],
  "positions_angstrom": [[0.861, -1.865, 0.559], [3.802, -2.390, 1.952], [-0.155, -0.054, -0.839], [-2.280, 1.261, -1.191], [-1.565, -0.011, -0.555], [-1.691, 2.572, -0.643], [0.762, -0.469, 0.270], [-2.023, -0.887, -1.046], [-0.632, 2.646, -0.872], [0.301, -0.282, -1.805], [-3.354, 1.213, -1.101], [0.680, -2.361, -0.245], [4.125, -1.452, 1.748], [-1.855, 0.026, 0.490], [4.229, -2.709, 2.809], [0.538, 0.037, 1.224], [-2.099, 1.201, -2.261], [1.785, -0.219, -0.069], [-1.883, 2.651, 0.434], [-2.342, 3.427, -0.850], [2.796, -2.334, 1.992]],
  "e_lumo_ev": -7.92,
  "total_charge": 1,
  "relative_energy_ev": 4.9230,
  "homo_lumo_gap_ev": 4.41
}


# 5
{
  "formula": "CH3ClNO2S",
  "method": "the ωB97M-V functional and the def2-TZVPD basis",
  "symbols": ["Cl", "S", "O", "O", "N", "C", "H", "H", "H"],
  "positions_angstrom": [[2.817, -1.708, -1.498], [1.828, -2.362, 0.442], [2.765, -2.492, 1.554], [-0.253, 1.048, 0.333], [0.867, -1.197, 0.676], [0.201, -0.334, -0.158], [0.743, -0.230, -1.032], [0.073, 1.191, 1.314], [-0.721, -0.803, -0.590]],
  "e_lumo_ev": 3.99,
  "total_charge": -1,
  "relative_energy_ev": 1.1110,
  "homo_lumo_gap_ev": 8.06
}


# 6
{
  "formula": "C3H6NO2S",
  "method": "the ωB97M-V functional and the def2-TZVPD basis",
  "symbols": ["S", "O", "O", "N", "C", "C", "C", "H", "H", "H", "H", "H", "H"],
  "positions_angstrom": [[0.931, 1.677, 0.247], [0.271, 2.522, -0.867], [1.797, 2.235, 1.198], [-0.702, 1.484, 1.371], [-0.090, -0.629, -0.769], [1.151, -0.087, -0.123], [-1.559, 1.914, 1.991], [-2.372, 2.278, 2.576], [-0.963, -0.497, -0.133], [2.014, -0.118, -0.789], [0.031, -1.701, -0.934], [1.395, -0.546, 0.832], [-0.278, -0.159, -1.730]],
  "smiles": "C#[N+]S(=O)(=O)CC",
  "e_lumo_ev": -5.43,
  "total_charge": 1,
  "relative_energy_ev": 3.1209,
  "homo_lumo_gap_ev": 11.46
}


# 7
{
  "formula": "C21H27N4O7",
  "method": "the ωB97M-V functional and the def2-TZVPD basis",
  "symbols": ["O", "O", "O", "O", "O", "O", "O", "N", "N", "N", "N", "C", "C", "C", "C", "C", "C", "C", "C", "C", "C", "C", "C", "C", "C", "C", "C", "C", "C", "C", "C", "C", "H", "H", "H", "H", "H", "H", "H", "H", "H", "H", "H", "H", "H", "H", "H", "H", "H", "H", "H", "H", "H", "H", "H", "H", "H", "H", "H"],
  "positions_angstrom": [[-5.319, 2.158, -0.273], [0.688, -1.075, -1.287], [5.541, 1.099, -0.897], [-4.115, -5.666, -0.100], [-1.140, 1.610, 2.767], [4.853, -1.368, -4.539], [2.332, -2.296, -0.438], [-3.877, 0.684, 0.579], [6.206, -0.135, -3.260], [-3.079, 2.720, 2.432], [4.776, -1.037, -0.837], [-2.264, 1.596, 2.279], [-3.554, -4.446, 0.147], [-2.976, -4.175, 1.389], [-3.540, -3.470, -0.848], [-2.862, 0.335, 1.595], [5.222, 0.103, 1.224], [5.186, 0.101, -0.284], [-2.951, -2.222, -0.607], [-4.460, 2.723, 1.929], [-2.550, 4.045, 2.715], [5.138, -0.920, -3.428], [-1.800, -0.572, 0.939], [-2.397, -1.931, 0.648], [-3.466, 4.947, 1.900], [-4.580, 1.865, 0.654], [4.287, -1.324, -2.201], [-2.403, -2.923, 1.640], [2.819, -0.871, -2.325], [7.115, 0.281, -4.324], [-4.805, 4.217, 1.867], [1.876, -1.465, -1.262], [-3.346, -0.235, 2.393], [4.244, -0.203, 1.595], [-5.379, 4.474, 0.971], [-3.809, 0.268, -0.346], [2.443, -1.158, -3.307], [-2.963, -4.930, 2.166], [-1.425, -0.112, 0.018], [-2.625, 4.263, 3.786], [-5.117, 2.253, 2.667], [4.249, -2.412, -2.265], [4.416, -1.715, -0.174], [7.469, -0.599, -4.863], [5.447, 1.108, 1.574], [6.581, 0.930, -5.019], [-3.550, 5.947, 2.337], [-3.074, 5.043, 0.881], [-0.938, -0.699, 1.603], [5.983, -0.596, 1.566], [2.786, 0.218, -2.259], [-3.968, -3.693, -1.819], [6.314, 0.278, -2.340], [-1.949, -2.718, 2.605], [-5.399, 4.490, 2.745], [7.962, 0.817, -3.897], [-3.843, -6.288, 0.591], [-2.905, -1.483, -1.401], [-1.506, 4.162, 2.401]],
  "e_lumo_ev": 2.45,
  "total_charge": -1,
  "homo_lumo_gap_ev": 7.27
}